No. 1
Below is a cluster of 2 separate species, C18H18N2 in total, with properties calculated with the ωB97M-V functional and the def2-TZVPD basis.

```
38
Properties=species:S:1:pos:R:3:forces:R:3:nbo_charge:R:1
C -4.228 -1.520 -0.244 -0.273 1.079 -0.291 -0.63
C -3.328 -1.578 0.914 0.864 -0.627 -0.285 -0.06
C -3.227 -2.567 1.847 0.709 1.144 0.984 -0.06
N -2.081 -2.303 2.643 -1.408 -1.410 0.437 -0.53
C -1.482 -1.173 2.233 -0.423 2.067 -1.820 0.15
C -0.495 -0.312 2.750 -0.368 -2.105 1.831 -0.22
C -0.120 0.784 2.076 0.529 2.023 -1.611 -0.23
C -0.641 1.137 0.783 0.268 -1.225 2.379 -0.23
C -1.694 0.372 0.337 0.308 0.919 -1.320 -0.21
C -2.201 -0.711 1.081 0.842 -0.463 0.637 -0.11
H -5.002 -2.285 -0.168 -0.077 0.295 -0.400 0.22
H -3.641 -1.572 -1.160 0.014 -0.748 -0.188 0.22
H -4.605 -0.489 -0.357 -0.597 -0.441 0.341 0.22
H -3.980 -3.241 2.231 0.277 -0.344 -0.407 0.21
H -1.823 -2.936 3.386 0.140 0.523 -0.014 0.41
H -0.159 -0.549 3.764 0.403 0.256 -0.311 0.20
H 0.605 1.505 2.460 -0.081 -0.497 0.314 0.21
H -0.154 2.003 0.357 -0.500 -0.131 -0.736 0.23
H -2.025 0.637 -0.673 -0.592 -0.324 0.394 0.21
C 3.332 0.175 1.122 -0.706 1.422 0.286 -0.64
C 2.703 -0.030 -0.212 -0.571 -1.484 -0.764 -0.09
C 2.205 -1.217 -0.716 -0.072 1.925 0.652 -0.02
N 1.521 -0.958 -1.886 -0.414 -0.554 -0.064 -0.52
C 1.495 0.400 -2.174 2.007 -1.271 0.687 0.14
C 1.027 1.092 -3.281 -0.754 0.657 0.988 -0.25
C 1.112 2.486 -3.184 -0.032 -1.429 -0.614 -0.22
C 1.728 3.082 -2.095 0.501 1.048 1.049 -0.25
C 2.376 2.384 -1.084 -0.389 -0.813 -0.839 -0.19
C 2.322 0.985 -1.160 -0.822 0.491 0.467 -0.09
H 3.376 1.283 1.200 1.202 -0.586 0.149 0.22
H 4.233 -0.405 1.314 0.292 0.538 -0.198 0.22
H 2.674 0.008 1.976 -0.409 -0.664 -0.215 0.22
H 2.104 -2.120 -0.138 0.083 -0.399 -0.461 0.21
H 1.029 -1.691 -2.360 -0.133 0.182 -0.276 0.41
H 0.384 0.595 -3.998 0.325 0.104 -0.305 0.21
H 0.714 3.037 -4.015 -0.204 0.525 0.058 0.21
H 1.665 4.152 -1.937 0.099 0.128 -0.485 0.21
H 2.875 2.873 -0.259 -0.038 0.191 -0.050 0.21
```
Positions in Å, forces in eV/Å.

- Structure (SMILES): Cc1c[nH]c2ccccc12.Cc1c[nH]c2ccccc12
- Orbital gap: 8.356 eV
- HOMO: -7.590 eV
- ΔE to the lowest compared entry with this formula, charge and spin: 137.6 kJ/mol



No. 2
Below is a cluster of 2 separate species, C6H6I2O in total, with properties calculated with the ωB97M-V functional and the def2-TZVPD basis.

```
15
Properties=species:S:1:pos:R:3:forces:R:3:nbo_charge:R:1
I 2.452 2.191 0.042 -0.600 -0.820 0.186 0.13
C 1.154 0.477 0.165 1.820 0.105 0.826 -0.08
C 0.546 0.050 -0.963 -1.818 0.392 -2.506 -0.28
C -0.376 -1.000 -0.931 0.995 -0.707 0.247 -0.22
C -0.505 -1.752 0.218 -1.697 0.103 -0.864 -0.22
C 0.194 -1.347 1.326 -0.239 -2.177 3.383 -0.19
C 1.083 -0.297 1.328 -0.449 0.822 -1.667 -0.25
H 0.547 0.647 -1.896 0.579 -0.416 0.624 0.22
H -0.918 -1.380 -1.778 -0.013 0.476 -0.582 0.22
H -1.311 -2.527 0.159 1.143 0.481 0.713 0.22
H 0.023 -1.947 2.310 0.533 1.149 -1.802 0.22
H 1.720 -0.016 2.114 0.317 0.055 1.297 0.23
O -1.005 2.097 -0.488 0.550 -2.549 -2.012 -0.93
I -2.404 3.374 -0.358 -1.419 1.281 0.090 0.43
H -1.199 1.430 -1.248 0.298 1.805 2.066 0.50
```
Positions in Å, forces in eV/Å.

- Structure (SMILES): Ic1ccccc1.OI
- Orbital gap: 8.769 eV
- HOMO: -8.986 eV
- ΔE to the lowest compared entry with this formula, charge and spin: 33.1 kJ/mol



No. 3
Below is a cluster of 4 separate species, C29H43N3O5Si in total, with properties calculated with the ωB97M-V functional and the def2-TZVPD basis.

```
81
Properties=species:S:1:pos:R:3:forces:R:3:mulliken_charge:R:1
C 1.733 2.626 -1.424 0.152 -0.305 -0.030 -1.43
C 1.269 1.587 -2.447 0.254 0.317 0.108 -0.36
C 2.461 0.754 -2.942 -0.101 -0.186 -0.236 -0.88
C 2.137 -0.648 -3.409 0.003 -0.191 -0.028 0.42
C 2.201 -0.877 -4.788 -0.015 -0.107 0.097 -0.80
C 2.029 -2.132 -5.355 -0.009 -0.116 0.202 -0.96
C 1.815 -3.226 -4.530 0.072 0.199 0.095 -0.94
C 1.707 -3.024 -3.159 0.035 0.235 -0.059 0.40
C 1.820 -1.748 -2.578 0.121 -0.034 -0.317 0.35
C 1.673 -1.639 -1.082 0.031 -0.062 -0.191 1.13
O 2.203 -0.743 -0.463 -0.186 0.236 0.109 -0.58
C 0.861 -2.696 -0.386 -0.164 -0.419 -0.039 -0.40
C 0.798 -3.955 -1.003 -0.159 -0.010 0.233 0.27
C 0.083 -5.009 -0.439 0.063 0.213 0.179 -0.89
C -0.598 -4.802 0.749 0.194 0.065 -0.238 -0.95
C -0.520 -3.561 1.376 0.139 -0.021 -0.135 -0.40
C 0.216 -2.488 0.853 0.151 -0.111 -0.035 0.75
Si 0.240 -0.896 1.901 -0.008 0.270 -0.043 0.69
C -0.475 0.508 0.890 -0.006 -0.224 -0.054 -0.75
C -0.889 -1.129 3.384 0.254 -0.021 0.009 -0.97
C 1.956 -0.532 2.577 -0.197 -0.298 0.177 -1.15
C 1.510 -4.207 -2.282 -0.099 0.162 0.059 0.22
O 1.888 -5.314 -2.596 -0.078 -0.131 -0.153 -0.61
H 2.257 2.131 -0.603 -0.102 0.008 0.059 0.26
H 2.453 3.303 -1.890 -0.101 0.083 0.036 0.45
H 0.901 3.198 -1.013 0.006 0.080 -0.038 0.35
H 0.476 0.956 -2.041 0.054 0.001 0.040 0.35
H 0.865 2.134 -3.303 -0.253 -0.217 -0.007 0.46
H 2.892 1.265 -3.805 0.130 0.058 0.136 0.60
H 3.246 0.710 -2.188 -0.084 -0.007 0.144 0.30
H 2.415 -0.034 -5.435 -0.011 0.019 0.020 0.53
H 2.089 -2.263 -6.428 -0.004 0.036 0.029 0.42
H 1.731 -4.231 -4.921 0.005 -0.007 0.012 0.50
H 0.079 -5.966 -0.943 0.000 0.013 0.002 0.47
H -1.171 -5.610 1.185 -0.024 0.057 0.060 0.42
H -1.041 -3.428 2.314 0.005 -0.015 -0.006 0.40
H -0.929 1.252 1.546 0.062 0.052 -0.008 0.45
H 0.296 0.964 0.276 0.038 0.167 -0.083 -0.16
H -1.266 0.132 0.236 -0.009 0.038 0.009 0.31
H -1.157 -0.126 3.726 -0.092 -0.046 0.023 0.27
H -1.816 -1.652 3.156 -0.085 0.112 0.043 0.06
H -0.373 -1.626 4.209 -0.067 -0.117 -0.052 0.39
H 2.104 0.540 2.713 0.053 0.012 -0.046 0.36
H 2.035 -1.012 3.558 0.077 0.080 -0.004 0.37
H 2.739 -0.933 1.940 0.023 0.139 -0.046 0.31
C -7.011 -0.093 3.820 0.069 -0.064 -0.010 -0.88
N -5.680 -0.421 3.354 -0.075 -0.052 -0.015 0.10
C -5.276 -1.811 3.254 0.039 0.065 0.003 -0.86
C -4.789 0.532 3.020 0.055 0.115 -0.004 0.41
O -3.656 0.304 2.638 0.008 -0.012 -0.070 -0.55
H -7.174 -0.478 4.829 -0.023 0.018 0.008 0.34
H -7.770 -0.516 3.157 -0.019 0.016 0.010 0.35
H -7.127 0.988 3.843 0.007 0.013 0.014 0.22
H -4.416 -2.006 3.895 -0.001 -0.019 0.002 0.24
H -4.995 -2.056 2.229 0.005 -0.017 0.005 0.28
H -6.105 -2.445 3.562 -0.012 -0.002 0.002 0.37
H -5.179 1.554 3.135 -0.039 -0.031 0.027 -0.06
C 6.979 -1.390 -4.304 0.004 0.070 0.074 -0.94
N 6.694 -0.037 -3.876 0.061 -0.060 0.017 0.12
C 7.366 0.499 -2.704 -0.054 0.020 -0.033 -0.95
C 5.812 0.748 -4.521 -0.139 -0.005 -0.040 0.11
O 5.530 1.884 -4.193 0.025 0.030 0.000 -0.62
H 6.729 -2.106 -3.519 -0.004 -0.025 -0.018 0.34
H 8.036 -1.503 -4.556 -0.004 -0.024 -0.015 0.36
H 6.386 -1.624 -5.186 -0.011 -0.003 -0.007 0.30
H 6.638 0.780 -1.943 0.009 0.004 0.012 0.26
H 7.939 1.389 -2.966 0.005 0.002 0.015 0.30
H 8.035 -0.258 -2.302 0.005 -0.012 -0.001 0.40
H 5.346 0.252 -5.391 0.033 -0.017 -0.001 0.33
C -3.947 5.787 2.412 -0.082 -0.017 0.047 -0.93
N -4.692 4.996 3.369 -0.008 0.052 -0.050 0.11
C -6.097 5.288 3.596 0.047 -0.042 0.028 -0.90
C -4.125 3.992 4.065 0.122 -0.066 0.014 0.18
O -4.713 3.297 4.872 -0.106 0.030 -0.006 -0.60
H -3.940 6.840 2.700 0.021 0.007 -0.015 0.34
H -4.384 5.700 1.415 0.023 0.007 -0.013 0.35
H -2.920 5.431 2.371 0.009 -0.008 -0.002 0.28
H -6.271 5.548 4.640 -0.016 0.002 -0.001 0.30
H -6.712 4.418 3.361 -0.018 0.010 -0.002 0.24
H -6.394 6.119 2.962 0.002 0.008 -0.009 0.39
H -3.059 3.846 3.827 -0.004 0.003 0.001 0.27
```
Positions in Å, forces in eV/Å.

- Structure (SMILES): CCCc1cccc2c1C(=O)c1c(cccc1[Si](C)(C)C)C2=O.CN(C)C=O.CN(C)C=O.CN(C)C=O
- Orbital gap: 8.634 eV
- HOMO: -9.199 eV